# C24H22ClN3O

One molecule with the formula C24H22ClN3O (the ωB97M-V functional and the def2-TZVPD basis, the OMol25 dataset).

The geometry in XYZ format:
```
51
Properties=species:S:1:pos:R:3
C 1.771 -1.894 2.904
H 1.666 -2.829 3.450
H 1.227 -1.117 3.434
H 2.825 -1.627 2.874
C 1.224 -2.030 1.482
C -0.243 -2.379 1.515
C -0.662 -3.635 1.941
C -1.995 -3.997 1.930
C -2.952 -3.103 1.479
C -2.563 -1.843 1.070
C -1.223 -1.477 1.102
N -0.884 -0.163 0.678
C -0.391 0.788 1.496
O -0.184 0.652 2.680
C -0.093 2.116 0.768
N 0.551 1.884 -0.492
C 1.788 1.306 -0.657
C 2.784 0.961 0.243
C 3.920 0.379 -0.283
C 4.060 0.151 -1.654
C 3.074 0.496 -2.553
C 1.918 1.079 -2.046
N 0.778 1.499 -2.683
C -0.002 1.955 -1.747
C -1.338 2.523 -1.969
C -1.558 3.889 -1.825
C -2.812 4.427 -2.050
C -3.862 3.605 -2.422
C -3.665 2.242 -2.562
C -2.408 1.709 -2.332
Cl -2.165 -0.003 -2.472
H -4.479 1.593 -2.843
H -4.841 4.023 -2.602
H -2.968 5.489 -1.939
H -0.731 4.525 -1.547
H 3.180 0.322 -3.611
H 4.969 -0.308 -2.014
H 4.721 0.091 0.382
H 2.675 1.135 1.303
H -1.032 2.653 0.602
H 0.548 2.717 1.419
H -1.164 0.082 -0.264
H -3.296 -1.127 0.725
H -3.995 -3.383 1.455
H -2.289 -4.980 2.267
H 0.073 -4.347 2.283
C 2.021 -3.059 0.679
H 3.046 -2.714 0.557
H 2.042 -4.024 1.179
H 1.586 -3.190 -0.310
H 1.344 -1.066 0.980
```

- Energy relative to the best compared isomer or geometry (same formula, charge and spin): 0.00 kJ/mol
- SMILES: CC(C)c1ccccc1NC(=O)Cn1c(-c2ccccc2Cl)nc2ccccc21

Atom charges from the natural (NBO) analysis, given in e for atoms 1 to 5:
1. C -0.607
2. H 0.197
3. H 0.239
4. H 0.202
5. C -0.260

# C47H40BrF4OP3S3Y

C47H40BrF4OP3S3Y as an isolated structure (the ωB97M-V functional and the def2-TZVPD basis, the OMol25 dataset).

The geometry in XYZ format:
```
100
Properties=species:S:1:pos:R:3
Y 0.015 0.767 -0.589
C 1.747 -3.281 -2.347
C 2.053 -2.795 -0.926
P 0.689 -2.296 0.207
C 1.600 -2.181 1.806
C 2.974 -2.362 1.967
C 3.567 -2.200 3.214
C 2.802 -1.857 4.318
C 1.434 -1.673 4.172
C 0.843 -1.828 2.928
C -0.327 -3.765 0.529
C -1.633 -3.581 0.976
C -2.436 -4.671 1.270
C -1.941 -5.957 1.105
C -0.641 -6.147 0.660
C 0.168 -5.055 0.380
C 0.829 -2.357 -3.153
P -0.920 -2.659 -2.645
C -1.752 -1.021 -2.731
C -2.625 -0.729 -1.664
C -3.545 0.312 -1.770
C -3.572 1.092 -2.915
C -2.670 0.851 -3.947
C -1.772 -0.200 -3.862
C -1.642 -3.463 -4.119
C -3.005 -3.313 -4.382
C -3.596 -3.984 -5.440
C -2.839 -4.826 -6.244
C -1.490 -4.996 -5.979
C -0.895 -4.321 -4.921
H 1.321 -4.287 -2.300
H 2.709 -3.378 -2.855
H 2.693 -1.906 -0.978
H 2.639 -3.567 -0.419
H 3.607 -2.624 1.130
H 4.634 -2.349 3.317
H 3.267 -1.735 5.286
H 0.829 -1.404 5.028
H -0.230 -1.694 2.827
H -2.034 -2.578 1.082
H -3.451 -4.519 1.614
H -2.568 -6.811 1.322
H -0.254 -7.149 0.533
H 1.182 -5.225 0.041
H 0.953 -2.516 -4.225
H 1.085 -1.311 -2.972
H -2.650 -1.413 -0.819
H -4.266 0.483 -0.983
H -4.291 1.896 -3.002
H -2.681 1.478 -4.829
H -1.115 -0.418 -4.695
H -3.610 -2.660 -3.764
H -4.651 -3.848 -5.639
H -3.301 -5.348 -7.071
H -0.893 -5.654 -6.597
H 0.160 -4.477 -4.732
F -3.886 7.098 0.105
C -2.983 6.205 0.473
C -1.698 6.599 0.789
F -1.364 7.879 0.736
C -0.763 5.651 1.183
F 0.442 6.108 1.530
C -1.067 4.301 1.241
P 0.131 2.960 1.586
C 1.777 3.661 1.274
C 2.047 4.119 -0.017
C 3.320 4.548 -0.354
C 4.333 4.525 0.596
C 4.069 4.074 1.880
C 2.796 3.636 2.222
C -0.026 2.789 3.385
C 0.150 3.883 4.235
C -0.036 3.740 5.599
C -0.410 2.508 6.125
C -0.598 1.420 5.287
C -0.404 1.562 3.920
C -2.384 3.940 0.954
Br -2.959 2.147 1.116
C -3.331 4.865 0.572
F -4.580 4.505 0.300
H 1.260 4.156 -0.762
H 3.513 4.900 -1.359
H 5.327 4.865 0.336
H 4.857 4.061 2.623
H 2.605 3.275 3.224
H 0.433 4.847 3.828
H 0.102 4.589 6.254
H -0.565 2.402 7.191
H -0.909 0.468 5.697
H -0.564 0.718 3.259
S 1.059 3.799 -3.903
C 0.624 2.681 -2.810
S 1.634 1.257 -2.499
S -0.861 2.824 -1.858
C 3.366 0.835 0.466
O 1.986 0.466 0.712
H 3.797 1.254 1.371
H 3.367 1.577 -0.326
H 3.927 -0.046 0.152
H 1.962 -0.140 1.468
```

- Charge: +1
- Energy relative to the best compared isomer or geometry (same formula, charge and spin): 11.07 kJ/mol

Atom charges from the Mulliken analysis, given in e for atoms 1 to 5:
1. Y -0.160
2. C -1.143
3. C -1.053
4. P 1.179
5. C -0.410

# C17H17F8N4O3

A 2-piece molecular cluster, C17H17F8N4O3 overall (the ωB97M-V functional and the def2-TZVPD basis, the OMol25 dataset).

The geometry in XYZ format:
```
49
Properties=species:S:1:pos:R:3
F 5.406 -2.673 0.777
C 5.381 -2.094 -0.440
F 5.573 -3.050 -1.331
F 6.414 -1.238 -0.498
O 4.188 -1.485 -0.681
C 4.055 -0.267 0.058
N 2.620 0.004 0.127
C 1.691 0.059 -0.885
C 0.519 0.337 -0.252
C -0.823 0.473 -0.959
F -1.178 1.788 -0.987
F -0.643 0.034 -2.231
C -1.886 -0.361 -0.245
C -3.158 0.138 -0.017
C -4.024 -0.695 0.669
C -3.655 -1.949 1.110
C -2.390 -2.431 0.853
C -1.908 -3.802 1.268
F -1.442 -4.432 0.156
F -0.863 -3.747 2.117
F -2.869 -4.572 1.769
C -1.506 -1.616 0.172
N 0.767 0.463 1.097
C -0.232 0.744 2.147
C 0.515 1.461 3.317
C 0.957 0.524 4.503
O -0.146 1.481 4.531
C 2.061 0.248 1.309
H 4.388 -0.485 1.080
H 4.624 0.546 -0.400
H 1.905 -0.120 -1.928
H -3.449 1.131 -0.347
H -5.028 -0.317 0.856
H -4.376 -2.543 1.668
H -0.502 -1.991 -0.036
H -1.002 1.438 1.804
H -0.614 -0.191 2.562
H 1.182 2.290 3.049
H 1.954 0.948 4.607
H 0.701 -0.466 4.141
H 2.607 0.241 2.242
C -2.219 3.635 -4.305
O -2.780 4.472 -3.624
N -1.694 2.488 -3.768
N -2.062 3.764 -5.656
H -1.228 1.786 -4.311
H -1.794 2.363 -2.777
H -2.434 4.590 -6.086
H -1.602 3.080 -6.225
```

- Charge: +1

Atom charges from the natural (NBO) analysis, given in e for atoms 1 to 5:
1. F -0.320
2. C 1.162
3. F -0.281
4. F -0.314
5. O -0.508

# C2H4P2

A 2-piece molecular cluster, C2H4P2 overall (the ωB97M-V functional and the def2-TZVPD basis, the OMol25 dataset).

The geometry in XYZ format:
```
8
Properties=species:S:1:pos:R:3
C -1.902 -0.898 -0.022
C -3.062 -0.743 0.192
P 1.265 -1.321 0.068
P 2.417 0.459 0.055
H 1.209 -1.418 -1.351
H -4.112 -0.584 0.220
H 2.751 0.790 1.299
H 1.244 1.172 -0.171
```

- Energy relative to the best compared isomer or geometry (same formula, charge and spin): 562.97 kJ/mol

Atom charges from the natural (NBO) analysis, given in e for atoms 1 to 5:
1. C -0.213
2. C -0.489
3. P 0.394
4. P 0.036
5. H -0.012

Computed total energy, in the same sequence as the records: -44287.170; -193760.498; -51740.901; -20708.966 eV.